13
Properties=species:S:1:pos:R:3:lowdin_charge:R:1 method="wB97M-V/def2-TZVPD" spin_multiplicity=3 charge=+2 e_tot_ha=-1508.43696 orbital_gap_ev="7.632 / 6.472" s_squared=2.0013 mol_weight_da=269.1
O 0.86 -1.17 0.12 0.015
C 1.50 0.03 -0.01 -0.368
C -0.54 -1.30 -0.14 -0.078
O 1.95 0.84 -0.90 -0.195
O -0.13 0.82 0.19 -0.515
C -1.08 -0.11 0.64 -0.176
H -0.88 -2.25 0.28 0.162
H -0.71 -1.20 -1.23 0.150
H -0.98 -0.18 1.73 0.159
H -2.10 0.18 0.34 0.139
H 2.43 -0.34 0.48 0.195
Yb 0.89 2.79 -0.45 1.880
Li -1.23 1.90 -1.04 0.632

=====

10
Properties=species:S:1:pos:R:3:lowdin_charge:R:1 method="wB97M-V/def2-TZVPD" de_lowest_ev=3.948 e_tot_ha=-247.16216 orbital_gap_ev=8.195 mol_weight_da=71.1
O 1.96 -1.09 0.25 0.063
C 1.24 0.04 0.34 -0.176
N 0.00 0.05 0.09 -0.149
C -1.21 0.83 -0.04 -0.142
C -1.17 -0.67 -0.20 -0.097
H 1.80 0.92 0.64 0.144
H -1.61 1.24 0.88 0.092
H -1.17 1.54 -0.88 0.100
H -1.17 -1.03 -1.24 0.048
H 1.33 -1.83 0.17 0.117

=====

127
Properties=species:S:1:pos:R:3:lowdin_charge:R:1 method="wB97M-V/def2-TZVPD" de_lowest_ev=0.213 spin_multiplicity=4 e_tot_ha=-6233.16808 orbital_gap_ev="6.030 / 6.541" s_squared=3.8353 mol_weight_da=918.2
Cr 0.99 0.88 -0.08 0.368
C 2.97 4.95 -0.82 -0.054
N 3.75 3.87 -1.39 -0.171
C 4.88 4.26 -2.20 -0.065
C 3.17 2.62 -1.50 -0.401
N 2.71 2.03 -0.42 0.006
C 3.28 2.45 0.86 -0.192
C 3.25 1.29 1.83 -0.172
N 1.87 0.88 2.13 -0.183
C 1.21 1.90 2.97 -0.164
C -0.21 2.12 2.50 -0.188
N -0.28 2.37 1.05 0.037
C -0.85 3.48 0.67 -0.397
N -0.81 4.63 1.44 -0.162
C 0.44 5.15 1.95 -0.053
C -1.91 5.56 1.47 -0.061
N -1.59 3.57 -0.46 -0.171
C -2.58 2.58 -0.81 -0.097
C -1.54 4.73 -1.32 -0.060
C 1.93 -0.46 2.77 -0.172
C 0.73 -0.99 3.53 -0.196
N -0.51 -0.99 2.77 0.110
C -1.46 -1.74 3.18 -0.390
N -1.29 -2.73 4.17 -0.201
C -2.10 -2.70 5.37 -0.080
C -0.72 -4.00 3.81 -0.066
N -2.72 -1.57 2.67 -0.128
C -3.10 -0.25 2.18 -0.070
C -3.82 -2.47 2.94 -0.051
N 3.15 2.09 -2.73 -0.153
C 3.14 0.66 -3.01 -0.097
C 2.88 2.92 -3.89 -0.058
H 2.67 5.66 -1.60 0.093
H 3.53 5.49 -0.05 0.094
H 2.06 4.54 -0.38 0.070
H 5.58 4.84 -1.59 0.089
H 4.60 4.88 -3.06 0.081
H 5.39 3.37 -2.57 0.098
H 2.73 3.30 1.28 0.073
H 4.31 2.80 0.73 0.133
H 3.78 1.56 2.75 0.134
H 3.76 0.44 1.38 0.099
H 1.79 2.82 2.90 0.093
H 1.22 1.61 4.03 0.124
H -0.68 2.92 3.08 0.122
H -0.75 1.20 2.68 0.070
H 1.22 4.41 1.83 0.049
H 0.36 5.41 3.01 0.097
H 0.73 6.06 1.41 0.093
H -2.79 5.11 1.02 0.091
H -1.69 6.49 0.94 0.087
H -2.15 5.82 2.51 0.091
H -2.48 1.72 -0.16 0.050
H -2.43 2.24 -1.83 0.029
H -3.58 3.03 -0.69 0.091
H -0.78 5.44 -0.97 0.086
H -2.51 5.25 -1.36 0.088
H -1.27 4.41 -2.32 0.088
H 2.76 -0.46 3.49 0.132
H 2.18 -1.15 1.97 0.060
H 0.58 -0.42 4.45 0.114
H 1.04 -1.99 3.85 0.108
H -2.51 -1.70 5.52 0.096
H -1.48 -2.94 6.24 0.086
H -2.94 -3.42 5.35 0.076
H -0.24 -3.93 2.84 0.071
H -1.48 -4.80 3.76 0.085
H 0.04 -4.32 4.54 0.087
H -3.97 -0.35 1.53 0.072
H -2.29 0.19 1.61 0.029
H -3.36 0.42 3.02 0.096
H -3.44 -3.46 3.19 0.080
H -4.43 -2.57 2.04 0.074
H -4.46 -2.12 3.76 0.090
H 3.10 0.13 -2.08 0.027
H 4.05 0.41 -3.57 0.100
H 2.25 0.40 -3.57 0.047
H 2.66 3.94 -3.60 0.084
H 2.00 2.52 -4.39 0.082
H 3.73 2.92 -4.59 0.092
C 2.91 -3.28 0.95 -0.166
Si 3.00 -1.97 -0.42 0.263
C 2.78 -2.83 -2.08 -0.143
C 4.80 -1.35 -0.32 -0.168
O 1.93 -0.79 -0.24 -0.465
H 3.41 -4.19 0.61 0.037
H 1.88 -3.53 1.21 -0.002
H 3.43 -2.95 1.86 0.024
H 2.47 -3.87 -1.96 0.013
H 2.00 -2.32 -2.66 0.032
H 3.70 -2.82 -2.67 0.029
H 5.47 -2.01 -0.88 0.027
H 5.16 -1.33 0.72 0.020
H 4.91 -0.34 -0.72 0.014
S 0.17 1.26 -2.07 0.137
C -6.14 -3.34 -0.58 -0.104
C -5.97 -1.98 -0.82 -0.096
C -4.70 -1.45 -0.95 -0.145
C -3.56 -2.26 -0.85 -0.365
C -3.74 -3.62 -0.60 -0.099
C -5.02 -4.15 -0.47 -0.095
As -1.80 -1.35 -1.07 1.342
C -1.98 -1.36 -3.01 -0.338
C -2.60 -0.41 -3.80 -0.111
C -2.67 -0.60 -5.18 -0.087
C -2.10 -1.73 -5.76 -0.088
C -1.47 -2.68 -4.97 -0.028
C -1.41 -2.50 -3.59 -0.186
C -0.78 -3.43 -2.63 -0.195
C -0.20 -4.66 -2.93 -0.027
C 0.33 -5.44 -1.92 -0.093
C 0.33 -4.99 -0.60 -0.101
C -0.23 -3.76 -0.30 -0.123
C -0.80 -3.00 -1.30 -0.342
H -7.13 -3.76 -0.48 0.097
H -6.84 -1.34 -0.92 0.099
H -4.58 -0.39 -1.14 0.093
H -2.88 -4.27 -0.52 0.094
H -5.14 -5.22 -0.29 0.100
H -3.02 0.48 -3.36 0.087
H -3.15 0.15 -5.80 0.098
H -2.15 -1.86 -6.83 0.098
H -1.03 -3.55 -5.43 0.103
H -0.18 -5.02 -3.95 0.106
H 0.77 -6.40 -2.15 0.103
H 0.77 -5.60 0.18 0.104
H -0.22 -3.37 0.72 0.078

=====

8
Properties=species:S:1:pos:R:3:lowdin_charge:R:1 method="wB97M-V/def2-TZVPD" de_lowest_ev=0.000 smiles=Ic1nc[nH]n1 e_tot_ha=-539.35988 orbital_gap_ev=9.861 mol_weight_da=195.0
I -3.19 0.02 0.02 0.808
C -1.10 -0.01 0.01 -0.970
N -0.38 -1.14 0.03 0.035
C 0.88 -0.67 0.01 -0.170
N 0.86 0.68 0.02 -0.003
N -0.44 1.12 0.03 0.007
H 1.77 -1.34 0.04 0.134
H 1.61 1.35 -0.16 0.159

=====

12
Properties=species:S:1:pos:R:3:lowdin_charge:R:1 method="wB97M-V/def2-TZVPD" de_lowest_ev=2.296 smiles="C=C(Cl)N1CC1" e_tot_ha=-670.86420 orbital_gap_ev=9.257 mol_weight_da=103.6
C -1.25 1.13 -1.45 -0.028
C -0.69 1.31 -0.25 -0.827
Cl -0.27 2.88 0.32 0.680
N -0.45 0.27 0.61 -0.140
C 0.40 -0.91 0.40 -0.107
C 0.63 -0.02 1.57 -0.111
H -1.65 1.94 -2.14 0.080
H -1.37 0.17 -1.80 0.023
H 1.15 -0.88 -0.39 0.122
H -0.38 -1.67 0.57 0.117
H 0.46 -0.51 2.55 0.111
H 1.41 0.70 1.53 0.081